1.
Entry from OMol25: the molecule C4H7F in a non-equilibrium geometry (wB97M-V/def2-TZVPD).

XYZ file:
```
12
Properties=species:S:1:pos:R:3:forces:R:3:nbo_charge:R:1
F -0.3285 1.0069 1.6360 -0.15 -0.22 -0.20 -0.34
C -0.5329 0.1994 0.5711 1.62 -1.54 -1.27 0.42
C 2.0346 -0.0311 -0.4180 -0.46 2.07 4.01 -0.65
C 0.4882 -0.2735 -0.2207 0.68 2.40 2.25 -0.29
C -2.0145 -0.1147 0.2815 1.63 3.54 -1.74 -0.67
H -2.6068 -0.4705 1.0590 -0.79 -0.15 1.71 0.22
H 0.0397 -0.7562 -0.9877 -1.01 -1.92 -2.43 0.19
H 2.2758 0.9007 -0.9330 -0.57 0.12 -0.20 0.22
H 2.6262 -0.7569 -0.9138 -0.13 -1.26 -0.37 0.22
H -2.3807 0.8829 -0.1732 -0.07 -1.33 1.20 0.22
H 2.5682 0.1788 0.6359 -1.24 -0.72 -2.13 0.22
H -2.1693 -0.7658 -0.5372 0.48 -0.98 -0.82 0.22
```
Forces are in eV/Å.

Computed properties:
ΔE to the lowest compared entry with this formula, charge and spin	18.54	kcal/mol
HOMO	-9.07	eV
SMILES	C/C=C(/C)F
M	74.10	g mol⁻¹
E_tot	-256.41430	hartree

2.
Entry from OMol25: a cluster of 2 separate species, C4H7F2N3O2 in total in a non-equilibrium geometry (wB97M-V/def2-TZVPD).

XYZ file:
```
18
Properties=species:S:1:pos:R:3:forces:R:3:nbo_charge:R:1
F -0.9449 -0.6664 1.3202 -0.38 -0.11 0.41 -0.34
F -2.5201 -1.8682 0.2287 1.41 2.37 0.27 -0.35
O -1.7419 1.6896 0.0221 0.77 -0.22 -0.01 -0.71
O -3.5928 0.5878 -0.4772 -0.68 -0.29 0.05 -0.55
N 0.8806 1.3298 -0.1907 0.41 -1.42 -1.13 -0.80
N 1.1430 -0.9271 -0.4789 -0.99 -2.12 0.67 -0.60
N 2.4560 0.2164 1.1371 -0.90 1.89 -1.28 -0.82
C 0.0461 -0.8702 -1.3217 -2.83 1.04 2.55 -0.17
C -2.4723 0.5733 -0.0625 0.25 0.85 -0.34 0.65
C -1.7424 -0.6736 0.2431 1.44 -2.68 -1.90 0.53
C 1.5107 0.2534 0.1347 -0.51 1.64 0.33 0.62
H -0.4850 -1.7201 -1.6904 0.62 -0.63 -0.37 0.23
H -0.7249 1.5384 -0.0614 -1.10 -0.09 0.21 0.50
H 1.1483 -1.8170 0.0872 0.47 1.47 -0.79 0.41
H -0.2320 0.1176 -1.6405 0.44 -0.08 -0.77 0.24
H 1.3939 2.1058 0.1149 0.48 1.53 0.95 0.36
H 2.6042 -0.6531 1.4489 1.04 -3.84 1.46 0.37
H 3.2733 0.7835 1.1863 0.05 0.69 -0.33 0.41
```
Forces are in eV/Å.

Computed properties:
ΔE to the lowest compared entry with this formula, charge and spin	0.00	kcal/mol
HOMO (alpha / beta)	-8.34 / -8.33	eV
M	167.12	g mol⁻¹
E_tot	-671.01212	hartree

3.
Entry from OMol25: the molecule C4H7F3N2 in a non-equilibrium geometry (wB97M-V/def2-TZVPD).

XYZ file:
```
16
Properties=species:S:1:pos:R:3:forces:R:3:nbo_charge:R:1
F 0.8771 -1.5336 -1.8908 -0.02 -0.18 0.55 -0.29
F 2.0139 -1.4623 -0.0118 -0.67 -0.19 -0.39 -0.28
F 0.0651 -1.6861 1.4646 -0.92 0.30 -1.59 -0.23
N 0.2590 0.9540 -0.4848 0.52 -3.71 -0.67 -0.54
N -0.2783 -1.6983 0.0506 0.31 -2.07 1.34 -0.06
C 1.2247 1.6155 0.3705 -2.45 1.48 0.41 -0.42
C -1.4276 -0.9118 -0.2687 2.41 2.47 -0.19 -0.27
C -0.9996 0.5780 0.0569 -3.04 2.58 1.64 -0.25
C 0.8470 -1.2810 -0.5949 0.60 3.69 -0.22 0.92
H 0.7042 2.6469 0.5916 1.58 -1.42 -0.37 0.19
H -1.4134 -0.7834 -1.3441 -0.23 -1.02 -0.42 0.25
H 1.3619 1.1445 1.3219 0.01 -0.44 0.90 0.17
H 2.1953 1.6729 -0.0859 0.20 0.45 -0.50 0.21
H -1.2213 0.8266 1.2030 0.90 -0.61 -2.01 0.17
H -2.3434 -1.2678 0.1136 -0.80 -0.36 0.53 0.24
H -1.8646 1.1858 -0.4915 1.60 -0.99 0.98 0.19
```
Forces are in eV/Å.

Computed properties:
ΔE to the lowest compared entry with this formula, charge and spin	120.86	kcal/mol
HOMO (alpha / beta)	-8.17 / -8.18	eV
M	140.11	g mol⁻¹
E_tot	-565.51699	hartree